# C27H27N4OSSiTc

A structure of composition C27H27N4OSSiTc (wB97M-V/def2-TZVPD, the OMol25 dataset).

## Properties
- 2S+1 = 2
- LUMO level (spin up / spin down) (eV) = 2.81 / 2.81
- gap between HOMO and LUMO (spin up / spin down) (eV) = 6.3 / 5.4
- charge = -1
- F_max (eV/A) = 0.7
- calculated total energy (Ha) = -2107.89781

Atoms and positions in Å:
Tc (1.3318, -0.0422, 1.0451)
S (-1.9127, -0.1627, 0.2408)
Si (-3.4805, 0.9588, -2.4803)
O (2.2469, 4.0760, 0.6940)
N (-0.0159, 0.3935, 2.7724)
N (1.2183, 2.0823, 1.2316)
N (3.0479, 0.6079, 0.2161)
N (0.3590, 0.2024, -1.0696)
C (1.0949, 0.4319, -2.1606)
C (5.2699, 1.7046, -1.1626)
C (4.2935, 2.5122, -0.6094)
C (3.2122, 1.9712, 0.0590)
C (0.5588, 0.7847, -3.3778)
C (-0.8236, 0.9589, -3.4394)
C (-3.8270, 1.9059, -4.0791)
C (4.0305, -0.1803, -0.3271)
C (-0.9921, 0.3105, -1.1299)
C (-1.3283, 2.0140, 3.9086)
C (0.1877, -3.8070, 0.9045)
C (-1.6219, 0.7481, -2.3312)
C (1.5051, -1.7549, 1.1918)
C (0.0703, -5.1886, 0.9233)
C (2.3827, -5.3884, 1.5625)
C (0.1818, 2.6970, 1.9996)
C (1.4099, -3.2053, 1.2253)
C (5.1118, 0.3195, -1.0001)
C (-0.4009, 1.6665, 2.9294)
C (-4.2845, -0.7329, -2.6290)
C (-0.5335, -0.5569, 3.5619)
C (2.1717, 2.8376, 0.6822)
C (-1.4585, -0.2825, 4.5465)
C (2.5058, -4.0071, 1.5566)
C (-4.3377, 1.9538, -1.1420)
C (1.1645, -5.9800, 1.2511)
C (-1.8637, 1.0358, 4.7187)
H (3.8824, -1.2414, -0.1920)
H (3.2370, -6.0046, 1.8151)
H (-4.0597, -1.3185, -1.7358)
H (-1.2695, 1.2796, -4.3749)
H (-2.5919, 1.2925, 5.4785)
H (-1.8510, -1.0863, 5.1530)
H (1.0694, -7.0592, 1.2619)
H (-0.8777, -5.6497, 0.6739)
H (-4.9082, 2.0166, -4.1964)
H (5.8361, -0.3785, -1.4007)
H (-3.8949, -1.2714, -3.4959)
H (0.5566, 3.5512, 2.5775)
H (-0.6484, -3.1730, 0.6315)
H (4.3250, 3.5926, -0.6722)
H (-3.3917, 2.9074, -4.0367)
H (-3.4503, 1.4170, -4.9795)
H (-5.3699, -0.6553, -2.7302)
H (2.1658, 0.3176, -2.0440)
H (3.4471, -3.5355, 1.8097)
H (-0.1894, -1.5633, 3.3702)
H (6.1143, 2.1187, -1.6956)
H (1.2009, 0.9470, -4.2321)
H (-4.3741, 1.4064, -0.2039)
H (-1.6211, 3.0511, 4.0083)
H (-5.3522, 2.1782, -1.4869)
H (-0.6361, 3.0779, 1.3697)
H (-3.8228, 2.8987, -0.9552)



# C4H8AgF12N2O12S4

A structure of composition C4H8AgF12N2O12S4 in a non-equilibrium geometry (wB97M-V/def2-TZVPD, the OMol25 dataset).

## Properties
- 2S+1 = 3
- LUMO level (spin up / spin down) (eV) = 1.58 / -0.45
- gap between HOMO and LUMO (spin up / spin down) (eV) = 3.5 / 6.2
- charge = -1
- F_max (eV/A) = 8.6
- calculated total energy (Ha) = -4107.49141

Atoms and positions in Å:
Ag (0.0679, 0.2577, 0.7283)
S (-0.1254, 2.4117, -2.0510)
S (0.3418, -2.5815, -0.7673)
S (2.1564, 2.4391, -0.8859)
S (-2.1624, -2.4574, -0.0218)
F (-2.6328, -1.3897, 2.3408)
F (2.1816, -4.4026, 0.0412)
F (-3.9874, -0.5937, 0.8941)
F (-2.1508, 1.7387, -3.5271)
F (4.4550, 1.1839, -1.7523)
F (-4.2570, -2.7044, 1.7257)
F (3.5223, 2.2723, -3.2498)
F (1.4767, -2.9427, 1.4864)
F (2.5995, 0.3530, -2.5434)
F (-0.5941, 0.2899, -3.6355)
F (-1.8630, 0.4561, -1.8235)
F (0.2517, -4.6454, 0.8922)
O (2.8211, 2.2268, 0.4187)
O (-2.7602, -1.9854, -1.2968)
O (2.0749, -0.0925, 1.5759)
O (0.6797, 2.8717, -3.1571)
O (-0.3440, -0.1178, 3.0262)
O (0.2551, 2.8831, 1.6614)
O (-1.9573, 1.0720, 1.2901)
O (2.1693, 3.8328, -1.3004)
O (-2.0830, -3.9302, 0.1739)
O (-0.2611, -3.5730, -1.7118)
O (-1.0514, 3.4232, -1.5262)
O (1.4137, -1.7745, -1.3492)
N (-0.8409, -1.6738, 0.2541)
N (0.5826, 1.5705, -0.9655)
C (-3.3854, -1.7545, 1.3428)
C (1.1247, -3.7816, 0.5478)
C (-1.2084, 1.1615, -2.8027)
C (3.2483, 1.4257, -2.2345)
H (0.2886, -0.6537, 3.5047)
H (2.4692, -0.5963, 2.2880)
H (0.5941, 3.0840, 2.5338)
H (-2.3077, 1.8858, 1.6524)
H (-0.7230, 0.4571, 3.6911)
H (-0.4464, 3.5197, 1.5241)
H (-2.4202, 0.3801, 1.7626)
H (2.7878, 0.4541, 1.2454)



# C4H7NO

The molecule C4H7NO in a non-equilibrium geometry (wB97M-V/def2-TZVPD, the OMol25 dataset).

## Properties
- 2S+1 = 1
- LUMO level (eV) = 0.85
- gap between HOMO and LUMO (eV) = 11.2
- charge = 0
- F_max (eV/A) = 1.1
- SMILES = COCCC#N
- calculated total energy (Ha) = -286.57370

Atoms and positions in Å:
O (-0.8258, 0.7915, -0.2824)
N (2.2291, -2.0990, 1.7639)
C (-0.1194, -0.3658, 0.0652)
C (-0.9661, 0.9987, -1.6707)
C (1.4726, -1.2280, 1.6855)
C (0.5064, -0.1554, 1.4471)
H (0.6841, -0.5518, -0.6605)
H (-0.8642, 2.0698, -1.8630)
H (1.0226, 0.8089, 1.4750)
H (-0.2488, -0.1457, 2.2380)
H (-1.9420, 0.6638, -2.0423)
H (-0.1865, 0.4716, -2.2367)
H (-0.7619, -1.2586, 0.0810)



# C11H5F3N3O3S2

A structure of composition C11H5F3N3O3S2 in a non-equilibrium geometry (wB97M-V/def2-TZVPD, the OMol25 dataset).

## Properties
- 2S+1 = 1
- LUMO level (eV) = 2.17
- gap between HOMO and LUMO (eV) = 6.2
- charge = -1
- F_max (eV/A) = 5.1
- calculated total energy (Ha) = -1908.10430

Atoms and positions in Å:
S (4.1016, 0.7117, -1.0988)
S (1.6326, 1.5500, -0.2599)
F (4.8395, -1.1260, 0.7099)
F (5.6367, 0.8858, 1.0499)
F (6.4486, -0.3608, -0.5788)
O (1.5637, 2.1640, -1.5582)
O (2.6294, -1.9904, -1.1658)
O (1.8999, 2.3120, 0.9215)
N (-5.5816, -1.5789, 0.2323)
N (2.6726, 0.1849, -0.2791)
N (-5.3121, 2.7055, 0.8077)
C (2.0746, -1.0648, -0.5989)
C (0.3197, 0.4117, -0.0842)
C (-4.0214, 0.4384, 0.8191)
C (-0.9945, 0.8466, -0.1917)
C (-4.9136, -0.6796, 0.5693)
C (-1.9582, -0.1286, -0.2827)
C (-4.7852, 1.6607, 0.7816)
C (-0.3182, -1.9113, -0.2545)
C (0.6772, -0.9248, -0.1553)
C (5.3090, -0.0237, 0.0875)
C (-1.6595, -1.4860, -0.3057)
H (-3.4836, 0.3744, 1.7889)
H (-3.0535, 0.2977, -0.1756)
H (-0.0307, -2.9632, -0.2758)
H (-2.4707, -2.2183, -0.3658)
H (-1.2221, 1.9129, -0.1369)



# C7H14NO3

A cluster of 2 separate species, C7H14NO3 in total in a non-equilibrium geometry (wB97M-V/def2-TZVPD, the OMol25 dataset).

## Properties
- 2S+1 = 1
- LUMO level (eV) = -2.81
- gap between HOMO and LUMO (eV) = 9.3
- charge = +1
- F_max (eV/A) = 1.1
- calculated total energy (Ha) = -555.25847

Atoms and positions in Å:
O (-1.5516, 0.5152, 0.9617)
O (-1.0803, -1.5203, 1.8324)
O (-1.8537, 2.7401, -1.7776)
N (0.4706, -0.5639, 0.4844)
C (-2.3306, -1.6815, 2.5267)
C (-0.8102, 2.0280, -2.0664)
C (-0.8800, -0.4426, 1.1406)
C (2.2605, 0.6223, -0.6131)
C (0.3591, -0.7536, -0.9930)
C (1.8023, -0.5887, -1.4343)
C (1.3358, 0.6424, 0.6156)
H (1.8752, -0.4118, -2.5028)
H (3.3072, 0.5441, -0.3317)
H (0.6808, 1.5141, 0.5961)
H (0.9467, -1.3811, 0.8856)
H (-0.0859, -1.7194, -1.2318)
H (2.1293, 1.5356, -1.1878)
H (-0.2427, 0.0904, -1.3922)
H (-3.0154, -2.2474, 1.8947)
H (-2.1079, -2.2443, 3.4301)
H (-2.2506, 2.4994, -0.9182)
H (2.3902, -1.4758, -1.1943)
H (-2.7621, -0.7112, 2.7690)
H (1.8731, 0.6175, 1.5622)
H (-0.4600, 2.3926, -3.0557)



# C26H42N10OsSe3Te

A structure of composition C26H42N10OsSe3Te (wB97M-V/def2-TZVPD, the OMol25 dataset).

## Properties
- 2S+1 = 5
- LUMO level (spin up / spin down) (eV) = -5.36 / -7.42
- gap between HOMO and LUMO (spin up / spin down) (eV) = 7.1 / 5.0
- charge = +2
- F_max (eV/A) = 1.0
- calculated total energy (Ha) = -9125.88581

Atoms and positions in Å:
Os (-1.0738, 0.9316, -0.0237)
Te (-6.1031, 3.4345, -0.2056)
Se (-3.7415, 3.7751, -0.3342)
Se (-4.2264, 0.0162, -0.1216)
Se (-6.2943, 0.8436, -0.0516)
N (0.1175, -0.8554, 3.5016)
N (1.5397, 1.3657, 0.0735)
N (3.5006, 2.7269, 0.5728)
N (-0.7067, 1.2391, 2.9820)
N (3.5482, 0.3512, 1.0280)
N (-0.9092, -0.4513, -1.4852)
N (-0.6907, 1.2632, -3.0159)
N (3.5841, 1.1485, -1.2537)
N (-0.9763, -0.4552, 1.4270)
N (0.3173, -0.7722, -3.4923)
C (3.9861, 1.6794, 1.4742)
C (0.8445, -2.0393, 3.0673)
C (4.0657, 0.1230, -0.3248)
C (-0.0618, -0.7686, 4.9482)
C (-1.6291, -1.7073, 1.2358)
C (-0.4364, -0.0221, -2.6716)
C (-1.5055, -1.7321, -1.3450)
C (-0.5404, -0.0584, 2.6460)
C (-1.7908, -2.3205, -0.0590)
C (-1.6994, 2.0039, -2.2685)
C (0.2070, 1.9728, 3.8524)
C (2.0546, 2.6859, 0.5368)
C (-2.7408, -4.2643, -1.2810)
C (1.0613, -1.9310, -3.0227)
C (0.1780, 2.0882, -3.8531)
C (-1.9801, -2.3622, -2.4840)
C (2.1019, 0.3335, 0.9841)
C (2.1370, 1.1247, -1.2667)
C (-2.2652, -2.2701, 2.3277)
C (-2.8875, -3.5186, 2.2895)
C (-2.9278, -4.1975, 1.1113)
C (-2.4470, -3.5957, -0.0730)
C (0.2525, -0.6705, -4.9497)
C (-2.5481, -3.6366, -2.4724)
C (4.0239, 2.4625, -0.7688)
C (-1.5935, 2.0637, 2.1793)
H (0.0563, -1.6650, -5.3548)
H (0.8832, -0.5629, 5.4521)
H (-0.7884, -0.0062, 5.2093)
H (-2.8548, -4.0979, -3.4013)
H (0.4248, 3.0058, -3.3146)
H (-2.0002, 2.8801, -2.8377)
H (1.8034, 0.1487, -1.6169)
H (1.1047, 1.5756, -4.0886)
H (-2.5191, 1.5380, 1.9487)
H (1.1963, -0.3176, -5.3664)
H (-0.5545, -0.0136, -5.2611)
H (-1.8717, 2.9547, 2.7373)
H (1.6855, 3.4610, -0.1388)
H (-1.9212, -1.8441, -3.4309)
H (-1.2922, 2.4400, -1.3015)
H (-0.3251, 2.3697, -4.7789)
H (-0.3028, 2.3338, 4.7467)
H (3.6706, 3.2357, -1.4538)
H (1.7599, -0.6451, 0.6366)
H (-2.5910, 1.4014, -2.1026)
H (1.7217, 0.5170, 1.9914)
H (-3.3383, -3.9248, 3.1846)
H (1.0447, 1.3495, 4.1493)
H (-3.4005, -5.1675, 1.0391)
H (1.6735, 2.8773, 1.5419)
H (0.2908, -2.9536, 3.2864)
H (2.0451, -1.9166, -3.4943)
H (-1.0774, 2.4698, 1.2499)
H (5.0747, 1.7078, 1.5012)
H (1.7828, 1.9050, -1.9435)
H (-3.1950, -5.2446, -1.2327)
H (3.6058, 1.8641, 2.4814)
H (0.5597, -2.8624, -3.2924)
H (5.1545, 0.1449, -0.2994)
H (1.1769, -1.9094, -1.9423)
H (5.1127, 2.4900, -0.7430)
H (3.7399, -0.8605, -0.6717)
H (0.5955, 2.8418, 3.3183)
H (1.0437, -2.0010, 2.0008)
H (1.7932, -2.0725, 3.6042)
H (-2.2829, -1.7204, 3.2594)
H (-0.4296, -1.7298, 5.3152)